{
  "formula": "H2N2O2S",
  "method": "ωB97M-V/def2-TZVPD",
  "species": ["N", "N", "O", "O", "S", "H", "H"],
  "positions_angstrom": [[-0.64, -0.20, -1.20], [-0.20, -1.15, -1.66], [-0.90, 2.14, -0.58], [0.70, -0.38, 1.22], [-1.37, 0.81, -0.29], [1.29, -0.30, 1.95], [1.12, -0.90, 0.56]],
  "relative_energy_kj_mol": 77.4,
  "homo_energy_ev": -8.4
}